# C16H26O6

3 unconnected molecules or ions with the total composition C16H26O6 (ωB97M-V/def2-TZVPD, the Open Molecules 2025 dataset).

```
48
Properties=species:S:1:pos:R:3:lowdin_charge:R:1
O -2.803 3.528 -2.212 0.125
C -2.972 2.483 -1.677 -0.351
O -2.616 1.298 -2.227 -0.024
C -1.321 0.859 -1.720 -0.297
C -0.342 0.753 -2.896 -0.083
C 1.069 1.278 -2.537 -0.098
C 1.748 1.840 -3.758 -0.532
O 1.716 2.998 -4.022 0.144
O 2.372 0.963 -4.600 0.089
C -1.470 -0.449 -0.953 -0.078
C -0.580 -0.625 0.258 -0.194
C 0.315 0.333 0.723 -0.044
C 1.082 0.123 1.866 -0.083
C 0.973 -1.067 2.578 -0.082
C 0.105 -2.049 2.106 -0.087
C -0.655 -1.825 0.966 -0.050
H -3.464 2.453 -0.696 0.149
H -0.939 1.661 -1.097 0.121
H -0.233 -0.276 -3.228 0.121
H -0.712 1.355 -3.721 0.133
H 1.683 0.458 -2.162 0.121
H 1.032 2.090 -1.822 0.113
H 3.033 0.441 -4.132 0.112
H -2.503 -0.490 -0.604 0.131
H -1.369 -1.290 -1.635 0.124
H 0.455 1.276 0.220 0.081
H 1.748 0.898 2.199 0.085
H 1.573 -1.192 3.467 0.097
H 0.051 -2.976 2.654 0.093
H -1.310 -2.624 0.650 0.103
C 4.752 3.670 0.253 -0.089
C 3.728 3.094 1.214 -0.309
O 2.892 2.130 0.575 -0.107
H 4.254 4.134 -0.598 0.077
H 5.376 4.417 0.745 0.075
H 5.400 2.881 -0.137 0.072
H 3.072 3.878 1.587 0.115
H 4.227 2.627 2.070 0.110
H 3.457 1.421 0.249 0.088
C -4.481 -4.666 2.114 -0.091
C -3.015 -4.752 2.496 -0.313
O -2.478 -3.470 2.815 -0.097
H -4.613 -3.998 1.262 0.075
H -4.879 -5.648 1.855 0.074
H -5.071 -4.261 2.940 0.072
H -2.426 -5.139 1.665 0.111
H -2.881 -5.423 3.351 0.108
H -2.979 -3.119 3.558 0.089
```

Properties
Largest force on an atom, eV Å⁻¹: 0.722
SMILES string: O=CO[C@H](CCC(=O)O)Cc1ccccc1.CCO.CCO
LUMO energy, eV: 0.388
Frontier orbital gap, eV: 9.403
Calculated total energy, eV: -29297.543
Multiplicity: 1